No. 1
Entry from the Open Molecules 2025 dataset: a cluster of 2 separate species, C19H22NO2 in total at a distorted geometry (ωB97M-V/def2-TZVPD).

CARTESIAN COORDINATES (ANGSTROEM)
C -2.814 -5.331 -1.871
O -3.102 -3.966 -2.241
C -2.639 -2.970 -1.440
C -2.942 -1.636 -1.816
C -2.536 -0.586 -1.023
C -1.820 -0.791 0.180
C -1.444 0.322 1.008
O -0.752 -0.063 2.109
C -0.292 0.883 3.000
C -0.547 2.257 2.809
C 0.091 3.147 3.717
C 0.869 2.653 4.755
C 1.057 1.270 4.928
C 0.479 0.376 4.036
C -1.322 2.635 1.692
C -1.717 1.666 0.772
C -1.496 -2.124 0.530
C -1.898 -3.193 -0.248
H -3.271 -5.935 -2.656
H -1.729 -5.509 -1.840
H -3.262 -5.574 -0.896
H -3.508 -1.464 -2.729
H -2.758 0.434 -1.316
H -0.054 4.220 3.571
H 1.342 3.343 5.455
H 1.669 0.888 5.746
H 0.625 -0.699 4.108
H -1.441 3.692 1.466
H -2.207 1.931 -0.165
H -0.914 -2.344 1.423
H -1.650 -4.210 0.070
C -4.506 6.499 2.744
C -3.670 5.591 1.849
C -4.116 5.718 0.399
N -3.730 4.218 2.291
H -4.364 7.543 2.443
H -5.571 6.256 2.649
H -4.226 6.416 3.798
H -2.622 5.950 1.911
H -3.957 6.748 0.057
H -3.546 5.059 -0.266
H -5.182 5.478 0.297
H -3.413 3.514 1.639
H -3.417 4.061 3.243

For the LUMO energy, the calculation gives -4.98 eV. As for the frontier orbital gap: 6.51 eV. The net charge is +1. The calculated total energy comes out at -942.18345 Eh. As for the energy relative to the best compared isomer or geometry (same formula, charge and spin): 0.8 kcal per mole. The largest force on an atom is 1.69 eV/Å. The value obtained for the HOMO energy is -0.4222 hartree.

Atomic partial charges in e from the Mulliken method, atoms 1 to 8: -0.7971 -0.4167 0.8854 -0.8567 -0.5638 0.4606 1.3074 -0.4163

No. 2
Entry from the Open Molecules 2025 dataset: a structure of composition C36H41N8RhSi (ωB97M-V/def2-TZVPD).

CARTESIAN COORDINATES (ANGSTROEM)
Rh -0.045 -0.306 0.830
C -0.132 1.004 3.758
N 0.885 0.369 2.912
C 2.056 1.253 2.711
C 2.570 1.334 1.281
C 3.747 2.020 1.014
C 4.200 2.099 -0.289
C 3.476 1.473 -1.299
C 2.314 0.816 -0.955
N 1.860 0.766 0.305
C 1.280 -0.902 3.557
C 2.185 -1.720 2.686
C 3.304 -2.367 3.182
C 4.072 -3.129 2.316
C 3.706 -3.203 0.984
C 2.575 -2.522 0.565
N 1.821 -1.802 1.402
C -1.475 0.348 3.595
C -2.425 0.410 4.601
C -3.686 -0.110 4.368
C -3.960 -0.665 3.128
C -2.955 -0.692 2.181
N -1.725 -0.210 2.405
H -0.217 2.058 3.482
H 0.165 0.976 4.814
H 2.880 0.928 3.355
H 1.803 2.265 3.039
H 4.298 2.483 1.822
H 5.113 2.632 -0.517
H 3.806 1.491 -2.327
H 1.725 0.296 -1.700
H 0.366 -1.468 3.756
H 1.758 -0.694 4.521
H 3.566 -2.274 4.226
H 4.948 -3.649 2.677
H 4.282 -3.776 0.273
H 2.262 -2.558 -0.468
H -2.173 0.862 5.550
H -4.445 -0.076 5.138
H -4.928 -1.079 2.891
H -3.141 -1.113 1.206
C -2.532 1.961 0.487
N -1.119 1.724 0.049
C -0.358 2.974 0.366
N -0.936 4.148 -0.251
C -2.319 4.301 0.206
N -3.120 3.126 -0.136
C -3.100 2.952 -1.590
N -1.730 2.773 -2.080
C -1.158 1.608 -1.443
C -0.944 3.952 -1.705
H -2.542 2.089 1.572
H -3.119 1.079 0.224
H 0.663 2.865 0.007
H -0.348 3.099 1.452
H -2.756 5.185 -0.259
H -2.329 4.443 1.289
H -3.538 3.830 -2.064
H -3.697 2.080 -1.860
H -0.138 1.474 -1.804
H -1.748 0.724 -1.698
H -1.370 4.833 -2.183
H 0.082 3.830 -2.056
C 1.050 -4.076 -3.616
C 0.670 -2.758 -3.398
C 0.052 -2.410 -2.206
C -0.196 -3.365 -1.215
C 0.184 -4.692 -1.459
C 0.801 -5.043 -2.651
Si -0.900 -2.846 0.404
C -2.414 -3.699 1.020
C -3.556 -3.860 0.229
C -4.676 -4.498 0.738
C -4.665 -4.997 2.037
C -3.538 -4.859 2.829
C -2.417 -4.210 2.324
H 1.526 -4.351 -4.547
H 0.836 -2.011 -4.163
H -0.269 -1.378 -2.061
H -0.005 -5.459 -0.720
H 1.086 -6.070 -2.831
H -1.381 -1.373 -0.011
H -3.578 -3.492 -0.789
H -5.555 -4.617 0.121
H -5.538 -5.504 2.423
H -3.527 -5.260 3.833
H -1.545 -4.101 2.957

For the LUMO energy (alpha / beta), the calculation gives -4.98 / -7.08 eV. As for the frontier orbital gap (alpha / beta): 7.39 / 6.51 eV. The net charge is +2. Its spin multiplicity is 5. The calculated total energy comes out at -2233.95926 Eh. As for the energy relative to the best compared isomer or geometry (same formula, charge and spin): 0.0 kcal per mole. The largest force on an atom is 0.76 eV/Å. The value obtained for the HOMO energy (alpha / beta) is -0.4546 / -0.4994 hartree.

Atomic partial charges in e from the Mulliken method, atoms 1 to 8: 0.6141 -1.5583 1.0624 -2.0494 0.8671 -0.8901 -0.6900 -1.1199

No. 3
Entry from the Open Molecules 2025 dataset: the molecule CH3N3S at a distorted geometry (ωB97M-V/def2-TZVPD).

CARTESIAN COORDINATES (ANGSTROEM)
C 1.380 0.738 -0.119
N 0.256 1.003 0.383
N -0.916 0.999 -0.183
N -0.949 -1.471 0.339
S -1.851 -0.264 -0.184
H 1.355 0.059 -1.047
H 2.175 1.215 0.408
H -1.452 -2.278 0.402

For the LUMO energy, the calculation gives -0.32 eV. As for the frontier orbital gap: 8.22 eV. The calculated total energy comes out at -602.22172 Eh. As for the energy relative to the best compared isomer or geometry (same formula, charge and spin): 45.9 kcal per mole. The largest force on an atom is 4.20 eV/Å. The value obtained for the HOMO energy is -0.3140 hartree.

How positive or negative is each atom? The Mulliken charges in e answer that: -0.2028 -0.2786 -0.0797 -0.5570 0.3711 0.2138 0.2973 0.2358

No. 4
Entry from the Open Molecules 2025 dataset: a cluster of 6 separate species, C37H55BrN2O22PS in total at a distorted geometry (ωB97M-V/def2-TZVPD).

CARTESIAN COORDINATES (ANGSTROEM)
C -5.627 1.231 7.249
C -4.708 1.779 6.182
O -4.011 2.878 6.735
C -5.461 2.133 4.900
O -4.684 1.838 3.717
C -5.369 1.141 2.780
O -6.087 1.670 2.009
C -5.160 -0.347 2.773
C -5.119 -1.040 3.983
C -4.938 -2.403 3.972
P -4.851 -3.381 5.544
O -4.616 -2.120 6.525
Br -7.003 -3.931 5.693
N -4.834 -3.042 2.790
O -4.663 -4.409 2.815
C -4.883 -2.416 1.604
N -4.757 -3.162 0.426
C -5.789 -3.777 0.109
S -7.031 -4.501 -0.397
C -5.032 -1.031 1.570
O -5.103 -0.353 0.403
C -3.968 -0.383 -0.428
O -4.076 0.046 -1.514
C -2.674 -0.935 0.046
C -2.048 -1.836 -0.814
C -0.829 -2.408 -0.490
C -0.195 -2.061 0.699
C -0.817 -1.157 1.556
C -2.043 -0.587 1.237
H -5.063 1.149 8.174
H -5.975 0.227 7.017
H -6.491 1.868 7.418
H -3.966 1.011 5.922
H -3.713 3.458 6.027
H -6.422 1.620 4.893
H -5.683 3.199 4.950
H -5.230 -0.511 4.912
H -4.210 -2.452 7.337
H -3.712 -4.549 2.962
H -2.521 -2.124 -1.741
H -0.357 -3.120 -1.149
H 0.750 -2.502 0.968
H -0.332 -0.884 2.482
H -2.503 0.110 1.924
C 5.058 -4.768 -3.907
C 5.458 -3.796 -2.818
O 4.856 -2.504 -3.004
C 3.570 -2.414 -2.691
O 2.876 -3.297 -2.250
O 3.165 -1.168 -2.946
C 1.769 -0.969 -2.735
H 5.282 -4.352 -4.891
H 5.590 -5.711 -3.792
H 3.989 -4.974 -3.881
H 6.532 -3.624 -2.850
H 5.217 -4.180 -1.827
H 1.483 -1.278 -1.732
H 1.194 -1.522 -3.478
H 1.570 0.093 -2.854
C 1.166 5.873 2.068
C 0.274 6.110 3.268
O -1.119 6.145 2.905
C -1.688 4.979 2.641
O -1.164 3.889 2.679
O -2.958 5.200 2.304
C -3.658 4.018 1.904
H 0.969 6.617 1.296
H 2.214 5.936 2.360
H 0.990 4.891 1.631
H 0.483 7.085 3.701
H 0.436 5.365 4.046
H -3.580 3.247 2.673
H -3.260 3.653 0.956
H -4.700 4.290 1.769
C 5.462 3.381 7.361
C 4.295 2.577 7.891
O 3.051 2.973 7.290
C 2.855 2.550 6.044
O 3.600 1.861 5.398
O 1.677 3.022 5.627
C 1.370 2.717 4.263
H 5.276 4.449 7.486
H 6.375 3.117 7.894
H 5.619 3.196 6.300
H 4.171 2.759 8.957
H 4.448 1.507 7.754
H 1.438 1.647 4.075
H 2.043 3.257 3.598
H 0.353 3.046 4.079
C 5.482 -1.968 -9.529
C 5.571 -2.757 -8.240
O 5.813 -4.151 -8.482
C 7.059 -4.463 -8.837
O 7.979 -3.696 -8.952
O 7.110 -5.778 -9.051
C 8.375 -6.246 -9.527
H 4.728 -2.402 -10.188
H 5.217 -0.932 -9.321
H 6.431 -1.979 -10.063
H 4.620 -2.708 -7.712
H 6.335 -2.353 -7.575
H 9.180 -5.940 -8.863
H 8.557 -5.877 -10.535
H 8.317 -7.330 -9.546
C -2.615 1.966 -4.050
C -2.125 0.567 -4.359
O -1.580 0.476 -5.682
C -0.365 1.003 -5.831
O 0.302 1.505 -4.962
O -0.009 0.870 -7.106
C 1.251 1.466 -7.433
H -3.329 2.292 -4.808
H -3.099 1.989 -3.075
H -1.792 2.679 -4.046
H -2.961 -0.129 -4.334
H -1.390 0.229 -3.626
H 2.039 1.095 -6.781
H 1.183 2.550 -7.362
H 1.470 1.186 -8.459

For the LUMO energy, the calculation gives -4.93 eV. As for the frontier orbital gap: 6.86 eV. The net charge is +1. The calculated total energy comes out at -6521.00153 Eh. The largest force on an atom is 1.41 eV/Å. The value obtained for the HOMO energy is -0.4333 hartree.

Atomic partial charges in e from the Mulliken method, atoms 1 to 8: -1.5179 0.9873 -0.6120 -1.3459 -0.1377 -0.6751 -0.4283 1.4200

No. 5
Entry from the Open Molecules 2025 dataset: a cluster of 7 separate species, C2H19NO7 in total at a distorted geometry (ωB97M-V/def2-TZVPD).

CARTESIAN COORDINATES (ANGSTROEM)
C -1.300 0.221 -1.717
O -0.433 0.725 -0.708
C -0.465 -0.037 -3.030
N 0.758 -0.777 -2.773
H -1.601 -0.676 -1.063
H -2.182 0.837 -2.066
H -0.475 1.720 -0.426
H -0.991 -0.585 -3.739
H 0.141 0.944 -3.375
H 0.632 -1.503 -2.119
H 1.486 -0.178 -2.559
H -3.528 -0.239 1.564
H -2.548 0.064 0.437
O -3.391 -0.376 0.595
H 0.978 -3.109 0.663
H -0.052 -2.143 -0.123
O 0.058 -2.659 0.708
H 1.079 0.469 2.772
H 0.063 1.227 3.546
O 0.659 1.320 2.805
H 0.309 3.745 0.257
H 0.247 2.600 1.271
O -0.236 3.096 0.633
H 2.194 -1.724 2.379
H 0.694 -1.449 2.218
O 1.476 -1.278 2.873
H 2.962 -0.001 0.131
H 1.277 0.006 0.264
O 2.190 -0.241 0.583

For the LUMO energy, the calculation gives 0.29 eV. Its SMILES is NCCO.O.O.O.O.O.O. As for the frontier orbital gap: 9.56 eV. The calculated total energy comes out at -668.96085 Eh. As for the energy relative to the best compared isomer or geometry (same formula, charge and spin): 33.2 kcal per mole. The largest force on an atom is 4.47 eV/Å. The value obtained for the HOMO energy is -0.3407 hartree.

Atomic partial charges in e from the Mulliken method, atoms 1 to 8: -0.4913 -0.2201 -0.6197 -0.5588 0.3293 0.2552 0.3056 0.3446

No. 6
Entry from the Open Molecules 2025 dataset: a structure of composition C27H65F3N2O10Y at a distorted geometry (ωB97M-V/def2-TZVPD).

CARTESIAN COORDINATES (ANGSTROEM)
Y -12.560 2.696 1.478
C -16.888 3.967 0.804
C -15.946 3.778 1.989
O -14.603 3.728 1.623
H -17.839 4.365 1.163
H -17.193 3.061 0.274
H -16.473 4.620 0.038
H -16.290 2.949 2.625
H -16.148 4.577 2.716
C -13.878 1.535 4.429
O -13.685 2.749 5.105
O -12.887 1.437 3.458
C -13.873 0.403 5.497
F -14.992 0.303 6.217
F -13.733 -0.792 4.871
F -12.863 0.456 6.374
C -14.821 3.243 5.850
C -14.618 4.746 5.971
H -14.336 5.179 5.009
H -15.559 5.217 6.266
H -13.919 5.111 6.722
H -14.765 2.867 6.872
H -15.815 3.128 5.420
H -14.857 1.507 3.945
O -12.011 -1.112 2.540
H -12.718 -1.769 2.538
H -12.428 -0.297 2.859
O -12.130 4.533 3.082
H -11.348 4.402 3.651
H -12.801 4.910 3.671
O -10.197 1.552 5.089
H -10.926 1.559 4.464
H -10.367 2.324 5.663
O -11.142 3.884 6.109
H -11.315 4.388 6.914
H -11.955 3.367 5.965
C -14.938 2.109 9.861
C -14.662 0.791 10.641
C -16.002 -0.022 10.529
C -15.838 -1.482 10.770
C -14.653 -2.040 9.954
C -13.322 -1.328 10.090
N -13.494 0.105 10.134
O -12.357 0.913 9.956
C -12.620 -1.779 11.410
C -12.369 -1.745 8.931
C -14.490 1.269 12.112
H -15.744 2.746 10.216
H -15.195 1.915 8.811
H -13.972 2.617 9.813
H -16.609 0.470 11.299
H -16.553 0.362 9.668
H -16.717 -2.036 10.427
H -15.722 -1.820 11.802
H -14.974 -2.091 8.906
H -14.519 -3.103 10.167
H -11.617 -1.344 11.390
H -13.178 -1.281 12.204
H -12.438 -2.831 11.632
H -12.351 -2.820 8.771
H -12.666 -1.256 8.001
H -11.386 -1.328 9.146
H -13.479 1.650 12.281
H -14.600 0.461 12.840
H -15.147 2.086 12.410
H -12.471 1.186 9.037
C -15.183 8.160 11.190
C -14.355 7.862 9.934
C -14.774 8.753 8.755
C -14.338 10.206 8.861
C -12.821 10.232 9.010
C -12.321 9.388 10.210
N -12.890 8.050 10.016
O -12.415 7.191 11.047
C -10.779 9.353 9.989
C -12.625 10.118 11.537
C -14.566 6.438 9.443
H -14.714 7.679 12.047
H -16.189 7.831 10.941
H -15.154 9.231 11.386
H -14.322 8.345 7.846
H -15.852 8.721 8.571
H -14.844 10.691 9.701
H -14.602 10.825 8.002
H -12.375 11.225 9.007
H -12.418 9.665 8.163
H -10.505 8.643 9.204
H -10.361 10.337 9.797
H -10.299 8.925 10.874
H -12.887 9.367 12.284
H -11.784 10.704 11.899
H -13.514 10.738 11.421
H -14.211 6.274 8.422
H -15.637 6.273 9.268
H -14.202 5.596 10.030
H -11.596 6.793 10.735
C -16.168 -1.958 3.683
C -16.835 -2.684 2.538
C -17.580 -1.796 1.546
O -15.931 -3.648 2.027
H -15.468 -1.198 3.330
H -15.533 -2.670 4.211
H -16.887 -1.589 4.412
H -17.594 -3.330 3.004
H -17.634 -0.804 2.005
H -18.615 -2.079 1.361
H -17.097 -1.680 0.575
H -16.260 -4.302 1.411

For the LUMO energy, the calculation gives -5.95 eV. As for the frontier orbital gap: 3.43 eV. The net charge is +1. The calculated total energy comes out at -2267.22170 Eh. The largest force on an atom is 6.84 eV/Å. The value obtained for the HOMO energy is -0.3447 hartree.

Atomic partial charges in e from the Mulliken method, atoms 1 to 8: 1.7406 -1.2432 0.1075 -0.6383 0.3520 0.2751 0.3409 0.1985